Formula: C9H9O4P
Source: the OMol25 dataset
Level of theory: wB97M-V/def2-TZVPD

XYZ file:
```
23
Properties=species:S:1:pos:R:3:forces:R:3:nbo_charge:R:1
C -0.944 3.019 -0.272 3.2 1.7 -0.4 -0.25
C 0.445 3.271 0.106 -2.8 -1.1 -0.5 -0.27
C -1.345 1.732 -0.220 -0.8 0.6 0.0 -0.23
C 1.284 2.255 0.421 -1.2 -4.0 0.6 -0.22
C -0.577 0.690 0.206 2.1 -1.9 1.0 0.00
C 0.781 0.866 0.523 -0.1 3.6 -1.4 -0.17
C -1.058 -0.736 0.163 -1.5 1.4 -1.5 -0.43
C -0.396 -1.385 -1.113 -0.2 2.6 1.0 -0.51
C 0.718 -2.342 -0.829 0.1 0.4 0.4 0.24
O 1.296 -1.809 1.632 -0.4 -0.2 -0.5 -1.24
O -0.697 -3.412 1.336 -1.8 0.4 -0.1 -1.24
O 1.583 -4.279 0.900 0.5 0.1 -0.2 -1.24
O 1.572 -2.402 -1.696 0.5 -0.6 -0.2 -0.64
P 0.696 -3.052 0.938 2.6 -1.4 0.6 2.30
H -1.444 3.800 -0.884 -0.1 -0.5 1.0 0.19
H 0.766 4.241 0.216 0.8 2.3 -0.3 0.18
H -2.319 1.505 -0.523 -1.5 -0.4 -0.6 0.19
H 2.327 2.344 0.593 0.8 0.6 0.3 0.19
H -0.759 -1.191 1.079 -0.2 -0.7 0.5 0.31
H -2.207 -0.729 0.021 1.6 -0.2 0.4 0.16
H -1.201 -1.957 -1.514 -0.4 -0.4 -1.1 0.22
H 0.009 -0.473 -1.731 -0.9 -2.1 0.4 0.19
H 1.470 0.044 0.648 -0.2 -0.4 0.5 0.29
```
Positions in Å, forces in eV/Å.

Computed properties:
E ... -26958.193 eV
LUMO energy ... 0.1965 Ha
Charge ... -2
SMILES ... O=C(CCc1ccccc1)P(=O)([O-])[O-]